[1]
14
Properties=species:S:1:pos:R:3:forces:R:3 method="wB97M-V/def2-TZVPD" homo_lumo_gap_ev="6.11 / 6.10" charge=-1 total_energy_ha=-610.868124 homo_energy_ev="-2.38 / -2.38" lumo_ha="0.1368 / 0.1368" e_above_lowest_ev=5.095
C 1.09159 0.61355 -0.76464 1.17 0.67 -1.72
C -0.88813 2.30784 -3.79881 2.24 -2.09 0.83
C -1.34795 -2.34460 1.98655 1.00 1.51 -0.85
O -0.52401 -1.27531 -1.35253 -0.81 -0.86 -0.38
O -0.79552 1.08760 -3.55801 -2.40 2.84 -0.65
P 0.41058 -0.29704 -2.01813 1.14 -0.05 1.57
H 1.09568 0.19346 0.19803 -0.40 -0.36 1.46
H 1.96196 1.25689 -0.96245 -0.33 0.00 -0.11
H -1.29618 3.13526 -3.12846 -0.05 -1.21 -0.61
H -0.15164 2.57080 -4.57439 -0.59 1.04 -0.36
H -0.50750 -1.66062 2.04667 0.18 0.24 -0.57
H -1.72297 -2.28353 2.95861 -1.15 -0.67 1.47
H -2.01441 -2.02247 1.21393 -0.49 0.56 -0.20
H -0.96568 -3.25545 1.63732 0.47 -1.62 0.12


[2]
14
Properties=species:S:1:pos:R:3:forces:R:3 method="wB97M-V/def2-TZVPD" homo_lumo_gap_ev=6.96 charge=-1 total_energy_ha=-610.991796 smiles=CC(C)P([O-])O homo_energy_ev=-2.64 lumo_ha=0.1591 e_above_lowest_ev=1.730
C 0.94395 -1.11777 0.51966 1.86 0.34 0.04
C 0.27412 -0.00975 -0.27251 -0.84 1.51 0.70
C 0.85646 1.39833 0.03785 0.79 -0.82 -2.64
P -1.58473 0.07070 0.47423 -0.52 1.45 -3.19
O -2.30225 1.18985 -0.37775 0.98 -0.79 1.56
O -2.09800 -1.27225 -0.41496 1.44 -1.91 2.00
H 0.92149 -0.83230 1.63858 0.17 -0.77 -1.69
H 0.46963 -2.05100 0.31008 -0.99 -0.69 0.41
H 2.00091 -1.41338 0.16679 -0.87 1.04 0.75
H 0.25304 -0.10168 -1.38250 -0.19 -0.48 0.76
H 1.92353 1.49757 -0.38910 -1.51 0.22 0.52
H 0.89158 1.56750 1.05059 0.48 0.06 2.79
H 0.16123 2.19275 -0.26718 0.36 -0.22 -0.73
H -2.71095 -1.11857 -1.09379 -1.15 1.06 -1.27


[3]
14
Properties=species:S:1:pos:R:3:forces:R:3 method="wB97M-V/def2-TZVPD" homo_lumo_gap_ev=7.40 charge=-1 total_energy_ha=-610.974533 smiles="CC[P@@](C)(=O)[O-]" homo_energy_ev=-3.40 lumo_ha=0.1471 e_above_lowest_ev=2.200
C 1.03258 1.00756 1.15082 -1.92 1.62 1.15
C 0.87441 -0.37575 0.59750 -1.24 -1.98 1.18
P -0.75581 -0.85340 -0.13937 4.18 -6.91 -6.37
C -1.04843 0.24406 -1.50486 -1.10 -1.75 -1.13
O -0.61633 -2.41628 -1.07719 0.08 5.39 3.51
O -1.69629 -0.84301 0.93092 -3.31 0.71 3.42
H 0.94542 1.84117 0.34726 0.54 -1.42 1.16
H 0.09564 1.21128 1.83776 1.98 -0.21 -0.95
H 1.99123 1.06537 1.74024 -1.00 0.41 -0.55
H 0.84266 -1.22566 1.36675 0.22 1.47 -0.26
H 1.73670 -0.63316 0.07093 1.20 -0.48 -1.64
H -1.42154 -0.49202 -2.28696 0.27 1.01 0.89
H -1.86407 0.84789 -1.15558 -0.06 1.23 -0.39
H -0.11617 0.62196 -1.87824 0.17 0.92 -0.04